14
Properties=species:S:1:pos:R:3:forces:R:3:mulliken_charge:R:1 method="wB97M-V/def2-TZVPD" de_lowest_kcal_mol=192.9 multiplicity=1 charge=0 orbital_gap_ev="8.19 / 7.11" largest_force_ev_per_a=3.51 total_energy_ev=-15615.3490
C 1.881613 1.063496 -0.126989 -1.5904 0.7290 -0.4497 -0.394
C 0.684928 1.556808 -0.086562 1.0438 -1.1963 0.5697 -0.217
C 0.344340 -0.955812 0.210835 -0.3106 -0.8292 0.6925 -0.565
C 0.891848 0.285227 0.789996 0.1878 0.8220 1.4019 -0.356
C -1.584374 0.487206 -1.072472 2.7417 1.6607 -0.0641 -0.465
C -1.083746 -0.716081 -0.351342 -1.0468 -0.9994 -3.1980 -0.132
P -2.360962 0.389046 0.479796 0.2283 -0.7213 1.0403 -0.121
H 2.771706 0.752918 -0.595905 0.8446 0.0187 -0.3399 0.395
H 1.019765 -1.305747 -0.586982 -0.4952 -0.0070 -0.0241 0.348
H 0.254208 -1.771204 0.976108 0.1516 0.6118 -0.6338 0.249
H 1.130659 0.325786 1.892475 -0.6234 0.0757 -1.2327 0.358
H -1.357109 1.178258 -1.989943 -0.6199 -1.7030 1.8669 0.395
H -1.439306 -1.605626 -0.898461 0.2172 0.0628 0.4380 0.412
H -1.153574 0.315729 1.359444 -0.7287 1.4755 -0.0668 0.092


41
Properties=species:S:1:pos:R:3:forces:R:3:mulliken_charge:R:1 method="wB97M-V/def2-TZVPD" de_lowest_kcal_mol=92.7 multiplicity=1 smiles="Cc1ccc(Nc2scc(O)c2C(=O)OCC2CC2)cc1C" charge=0 orbital_gap_ev=8.55 largest_force_ev_per_a=4.31 total_energy_ev=-36402.3967
C -1.508674 5.439645 1.594356 -2.6518 0.5415 1.1138 -1.793
C -0.673635 4.262114 1.705184 1.7085 -3.0970 0.9692 1.043
C 0.023564 3.972322 2.940985 -0.3154 -0.8371 -0.8109 -0.804
C 0.831648 2.806478 3.079611 -0.9069 3.3067 0.8063 -0.471
C 1.042968 2.008793 1.984288 0.0065 0.9654 2.3989 -0.224
N 1.852171 0.939736 2.250356 2.4990 -1.6317 -0.4294 -0.184
C 2.855463 0.512766 1.369910 -1.1544 -0.6431 0.1682 0.289
S 4.293713 1.451907 0.955270 -0.5689 -1.8767 -0.6644 -0.222
C 4.844203 0.099494 -0.093398 0.3745 0.3197 0.2433 -0.412
C 3.983688 -0.939409 -0.050069 -0.4529 -0.7530 -1.1860 0.274
O 4.247636 -2.024131 -0.902263 0.4247 1.0325 0.8073 -0.640
C 2.802594 -0.739755 0.781012 1.8809 0.2979 -1.4678 -0.088
C 1.760999 -1.745656 0.987848 1.5567 1.5460 1.6987 0.784
O 1.195315 -1.755043 2.039481 -2.0207 -0.2373 1.5525 -0.705
O 1.625488 -2.671060 0.097918 0.8665 -1.1396 -2.2132 -0.377
C 0.515497 -3.549999 0.171693 -1.3822 0.9445 -2.5011 -0.876
C -0.766530 -2.788986 -0.287382 0.4911 -1.6789 -0.2087 0.137
C -0.865427 -1.846811 -1.438710 -2.9633 -0.0963 1.2337 -0.500
C -1.444099 -3.260387 -1.549384 -1.1159 -0.3554 0.0076 -0.664
C 0.291555 2.149862 0.902999 -2.1322 2.4247 -2.8539 -0.003
C -0.530149 3.303898 0.665255 -0.3076 -0.9415 1.5795 0.342
C -1.422321 3.379863 -0.559046 1.7948 0.0009 -1.0988 -1.759
H -0.903773 6.257557 1.532413 1.9199 2.5590 0.1098 0.428
H -2.242418 5.702717 2.411891 0.9565 -0.8343 -0.3423 0.331
H -2.101654 5.570927 0.725001 -0.5528 -0.6618 -1.0894 0.435
H -0.163603 4.641140 3.791388 0.2282 -0.3316 -0.3127 0.347
H 1.347881 2.565013 4.021547 -0.2963 0.2887 -0.5475 0.424
H 1.321696 0.200381 2.663561 0.2180 -0.9065 0.0758 0.427
H 5.761432 0.034505 -0.717315 -0.8245 0.6576 0.7476 0.429
H 3.558700 -2.684966 -0.975230 -0.5615 0.2191 0.4950 0.372
H 0.704274 -4.364758 -0.559853 0.2033 0.6172 0.5172 0.346
H 0.382850 -3.964624 1.124513 -0.0625 -0.3923 1.4665 0.336
H -1.506291 -2.661828 0.433005 -0.7294 0.3935 1.5979 0.506
H -1.501949 -0.909600 -1.385659 0.7319 -1.5013 0.0479 0.159
H 0.042250 -1.711885 -1.857401 2.6702 0.5649 -1.8638 0.238
H -2.548545 -3.485221 -1.427507 1.4235 0.7375 -0.4223 0.226
H -0.952990 -4.041667 -2.153295 -0.0412 0.7569 0.2098 0.270
H 0.274759 1.403635 0.152946 0.2749 -0.7001 -0.7905 0.478
H -1.169614 4.382892 -0.997605 -1.2721 -0.7470 0.1556 0.410
H -2.462460 3.092786 -0.380713 0.0024 0.8574 0.1493 0.328
H -1.099953 2.663612 -1.351343 0.0807 0.3310 0.6513 0.365


52
Properties=species:S:1:pos:R:3:forces:R:3:mulliken_charge:R:1 method="wB97M-V/def2-TZVPD" de_lowest_kcal_mol=0.0 multiplicity=2 charge=0 orbital_gap_ev="7.73 / 7.31" largest_force_ev_per_a=0.68 total_energy_ev=-101201.9641
Mn -0.874699 -0.433170 -0.718902 -0.1390 0.2858 -0.5977 -0.327
S 3.574868 -0.381653 -1.019986 0.0197 0.0054 -0.0428 -0.348
C 3.102173 1.289694 -0.993458 0.0094 -0.0206 0.0143 0.940
C 3.904492 2.425362 -0.969388 -0.0027 0.0028 0.0042 -0.611
C 3.280025 3.656353 -0.912756 0.0055 -0.0082 -0.0025 -0.545
C 1.883886 3.755709 -0.884470 -0.0030 0.0034 0.0056 -0.802
C 1.087820 2.629450 -0.910233 0.0104 0.0030 0.0148 -0.301
C 1.707976 1.382212 -0.962755 -0.0285 -0.0303 -0.0412 -0.553
N 1.060861 0.155196 -0.949002 0.1770 0.0656 0.1231 0.176
C 1.908224 -0.836874 -0.967557 -0.0336 0.0177 0.0018 1.317
C 1.389877 -2.193815 -0.814063 -0.0265 0.0538 0.0230 0.685
C 2.198106 -3.325379 -0.820847 -0.0020 -0.0142 0.0047 -0.809
C 1.625883 -4.564395 -0.579977 -0.0049 -0.0021 0.0013 -0.686
C 0.262009 -4.648731 -0.329694 0.0039 -0.0074 -0.0084 -0.964
C -0.527259 -3.502485 -0.334955 0.0176 0.0023 -0.0208 0.241
C -0.002608 -2.229535 -0.580619 0.1060 -0.1803 0.0321 -0.132
H 4.983385 2.346459 -0.982081 -0.0009 0.0009 0.0009 0.444
H 3.880450 4.556117 -0.884591 -0.0023 -0.0006 0.0006 0.394
H 1.422339 4.732841 -0.828974 -0.0026 -0.0033 -0.0017 0.421
H 0.008473 2.696102 -0.863192 -0.0076 -0.0061 -0.0081 0.252
H 3.264707 -3.247830 -1.004005 -0.0019 0.0112 -0.0029 0.374
H 2.237150 -5.457319 -0.578584 0.0032 0.0042 0.0004 0.403
H -0.185220 -5.614836 -0.127039 -0.0019 0.0029 -0.0010 0.396
H -1.587742 -3.630473 -0.121008 0.0003 0.0135 -0.0008 0.281
C -5.816885 -0.910629 0.141110 -0.0052 -0.0017 0.0019 -1.285
C -5.067790 -0.039250 -0.793137 -0.0204 -0.0380 -0.0583 0.989
N -5.522641 1.021388 -1.376550 -0.0053 -0.0011 0.0123 -0.802
N -4.466875 1.491320 -2.109454 0.0494 0.0078 0.0189 0.226
C -3.351202 0.767741 -1.976570 -0.0836 -0.0977 0.0700 0.221
S -1.820144 0.974668 -2.632816 0.0899 -0.1093 0.0838 -0.491
N -3.752536 -0.238472 -1.147628 0.1227 0.0476 -0.0006 0.360
N -2.840863 -1.216420 -0.727076 -0.0254 0.0857 0.0205 -0.658
H -6.826667 -0.522065 0.239033 -0.0016 -0.0071 -0.0022 0.349
H -5.349298 -0.914591 1.127169 0.0094 0.0097 -0.0052 0.320
H -5.864895 -1.935911 -0.228135 0.0044 -0.0001 0.0019 0.314
H -4.552243 2.344988 -2.633095 -0.0006 0.0037 -0.0031 0.189
H -3.104486 -1.551841 0.193687 0.0662 0.1276 0.1035 0.326
H -2.837039 -1.991070 -1.387709 -0.1432 -0.0434 0.0505 0.365
Cl 5.016209 0.369089 2.967948 -0.0071 -0.0004 -0.0085 -0.252
C 3.321473 0.638750 2.667033 0.0131 0.0029 0.0087 0.451
C 2.821993 1.930475 2.715279 -0.0025 0.0000 0.0045 -0.690
C 1.481855 2.138691 2.434712 -0.0125 0.0063 -0.0025 -0.510
C 0.657569 1.076219 2.081640 -0.0001 0.0170 -0.0342 0.247
C 1.173569 -0.212911 2.069818 0.0141 0.0127 0.0142 0.026
C 2.508439 -0.441580 2.369061 -0.0146 0.0025 0.0185 -0.850
C -0.761593 1.372829 1.658089 -0.0144 -0.0995 0.1328 0.047
O -1.306031 2.393621 2.039866 0.0191 0.0228 -0.0883 -0.693
O -1.339059 0.489313 0.893135 -0.1413 -0.1360 0.1459 -0.432
H 3.478736 2.755024 2.956481 -0.0028 -0.0009 0.0017 0.458
H 1.058520 3.133987 2.456408 0.0037 0.0018 -0.0014 0.494
H 0.535172 -1.041093 1.791930 -0.0027 -0.0093 0.0162 0.571
H 2.921515 -1.441251 2.347920 -0.0040 -0.0034 -0.0005 0.463


8
Properties=species:S:1:pos:R:3:forces:R:3:mulliken_charge:R:1 method="wB97M-V/def2-TZVPD" de_lowest_kcal_mol=0.0 multiplicity=1 charge=0 orbital_gap_ev="7.37 / 7.37" largest_force_ev_per_a=3.08 total_energy_ev=-32157.2236
C 0.098855 -0.031274 0.642152 -0.9058 -2.0612 -2.0948 0.589
C 0.322267 1.145928 -0.158504 -0.3919 0.1373 1.0037 0.339
N -0.229497 -1.125735 -0.116719 0.5110 2.8024 -0.0667 -0.084
N 0.109319 1.067784 -1.434021 0.6028 -1.1608 0.8622 -0.394
F -0.043677 -0.181472 1.924849 0.5002 0.7242 0.2657 -0.206
F 0.658421 2.281513 0.490493 -0.3775 -0.8960 -0.9888 -0.215
S -0.199329 -0.547174 -1.799663 -0.0790 0.4835 1.3644 0.205
S -0.716359 -2.609570 0.451414 0.1402 -0.0294 -0.3456 -0.232